Record 1
Density functional theory data (wB97M-V/def2-TZVPD) for one molecule with the formula C5H9NO3S.

XYZ file:
```
19
Properties=species:S:1:pos:R:3:nbo_charge:R:1
C -1.114 -1.207 -1.297 -0.410
N -0.897 -0.344 -0.155 -0.470
C -2.129 0.324 0.308 0.113
O -1.909 1.734 0.324 -0.477
C -0.597 1.973 0.172 0.169
C 0.066 0.637 -0.127 -0.268
S 1.782 0.264 -0.298 2.163
C 2.284 -0.522 1.252 -0.880
O 1.886 -0.635 -1.457 -0.937
O 2.486 1.500 -0.428 -0.936
H -1.646 -0.816 -2.048 0.178
H -0.088 -1.731 -1.690 0.254
H -1.709 -2.001 -0.791 0.192
H -2.982 0.156 -0.413 0.169
H -2.446 -0.127 1.176 0.171
H -0.177 2.880 0.482 0.218
H 1.483 -0.702 1.881 0.243
H 2.764 -1.439 1.214 0.250
H 2.943 0.054 1.896 0.257
```

F_max: 0.155 Eh/bohr
Structure (SMILES): CN1COC=C1S(C)(=O)=O
Charge: 0
Gap between HOMO and LUMO: 8.4 eV

Record 2
Density functional theory data (wB97M-V/def2-TZVPD) for a 7-piece molecular cluster, CH14O7 overall.

XYZ file:
```
22
Properties=species:S:1:pos:R:3:nbo_charge:R:1
O -1.334 0.084 2.394 -0.708
C -0.536 -1.046 2.346 0.084
H -2.367 1.486 -0.356 0.470
H 0.556 -1.270 2.283 0.132
H -2.256 -0.151 0.591 0.475
H -1.650 -1.535 0.220 0.493
O -1.578 -0.608 0.102 -0.947
H -0.496 1.765 -2.577 0.480
H -0.193 2.417 -1.375 0.461
O 0.155 1.638 -1.865 -0.939
H -2.553 0.219 -1.453 0.515
H 1.936 -2.044 -0.959 0.492
O -2.648 1.183 -1.242 -0.988
H 3.165 -0.301 -2.384 0.496
H 3.819 0.163 -0.906 0.493
O 3.407 -0.584 -1.436 -0.984
H 1.416 -3.194 -0.046 0.465
H -1.143 0.885 2.821 0.473
O 1.330 -2.748 -0.872 -0.962
H 0.736 1.551 2.209 0.506
H 0.706 1.331 0.442 0.552
O 0.858 1.636 1.316 -1.058
```

F_max: 0.085 Eh/bohr
Charge: 0
Gap between HOMO and LUMO: 8.0 eV

Record 3
Density functional theory data (wB97M-V/def2-TZVPD) for C29H26F40O8 as an isolated structure.

XYZ file:
```
103
Properties=species:S:1:pos:R:3:mulliken_charge:R:1
C -1.196 -0.412 1.698 -2.038
C 0.112 0.371 1.495 0.921
C 1.065 -0.189 0.449 -0.528
O 1.335 0.970 -0.345 0.039
C 0.408 1.908 -0.188 0.413
O 0.163 2.862 -0.894 -0.686
O -0.361 1.588 0.830 0.007
H -1.019 -1.377 2.174 0.860
H -1.890 -0.425 0.857 -0.083
H -1.744 0.238 2.380 0.628
H 0.668 0.655 2.389 0.167
H 0.564 -1.036 -0.020 -0.309
H 1.941 -0.644 0.911 0.535
C 0.161 -0.288 -2.561 -0.761
C 0.953 -1.581 -2.393 1.509
C 0.344 -2.670 -3.352 0.275
F 0.156 -2.297 -4.616 -0.348
F 0.878 -3.887 -3.346 -0.291
F 2.233 -1.289 -2.742 -0.477
F 1.075 -1.869 -1.081 -0.090
O -1.252 -0.563 -2.391 -0.139
C -2.144 0.607 -2.381 0.876
C -3.579 0.135 -2.648 -0.281
F -4.136 -0.549 -1.603 -0.209
F -4.340 1.203 -2.873 -0.282
F -2.078 1.133 -1.144 -0.355
F -1.762 1.572 -3.304 -0.330
H 0.415 0.198 -3.503 0.652
H 0.368 0.394 -1.736 -0.288
H -0.664 -2.946 -3.041 -0.486
H -3.660 -0.568 -3.477 0.255
C 2.635 -4.627 1.713 -0.921
C 2.555 -4.472 0.120 1.007
C 1.725 -3.208 -0.323 0.298
F 0.650 -2.965 0.300 0.291
F 2.467 -2.091 -0.161 -0.192
F 3.826 -4.503 -0.413 -0.354
F 2.082 -5.589 -0.424 -0.340
O 3.454 -3.516 2.303 -0.463
C 2.782 -2.610 3.262 0.970
C 3.858 -1.700 3.967 -0.023
F 4.429 -0.811 3.219 -0.177
F 3.565 -1.193 5.145 -0.284
F 1.649 -2.079 2.714 -0.118
F 2.456 -3.515 4.186 -0.303
H 3.142 -5.553 1.983 0.510
H 1.716 -4.879 2.244 0.296
H 1.390 -3.254 -1.359 -0.176
H 4.623 -2.438 4.209 0.202
C 2.639 3.130 0.183 -1.725
C 3.543 2.403 1.085 1.519
C 4.380 3.362 1.997 -0.188
F 4.990 4.391 1.465 -0.308
F 3.665 3.971 2.946 -0.240
F 2.898 1.358 1.667 -0.203
F 4.487 1.773 0.383 -0.382
O 1.778 3.878 0.962 -0.037
C 1.463 5.216 0.550 0.639
C 2.647 6.179 0.663 0.299
F 2.510 7.400 0.192 -0.320
F 2.989 6.503 1.930 -0.290
F 1.040 5.201 -0.644 -0.308
F 0.462 5.524 1.349 -0.346
H 2.127 2.636 -0.642 0.748
H 3.290 3.782 -0.399 0.702
H 5.145 2.760 2.486 0.407
H 3.616 5.920 0.237 0.272
C -1.988 3.402 0.236 0.682
C -2.645 3.407 -1.148 0.990
C -2.627 4.809 -1.853 -0.045
F -1.415 5.377 -1.909 -0.251
F -2.962 4.892 -3.099 -0.321
F -1.957 2.643 -1.916 -0.286
F -3.837 2.850 -1.252 -0.488
O -2.600 4.345 1.177 -0.618
C -2.342 4.039 2.527 0.722
C -0.899 4.224 2.942 0.241
F -0.919 4.314 4.294 -0.371
F -0.086 3.358 2.423 0.126
F -3.215 4.855 3.077 -0.357
F -2.771 2.848 2.782 -0.258
H -0.913 3.538 0.114 -0.820
H -1.891 2.387 0.622 0.351
H -3.300 5.499 -1.345 0.266
H -0.546 5.160 2.509 0.244
C -2.727 -4.057 -2.331 -0.537
C -3.498 -5.301 -2.887 0.791
C -3.233 -6.648 -2.158 0.209
F -4.006 -7.600 -2.611 -0.266
F -1.964 -6.957 -2.234 -0.253
F -4.794 -5.160 -2.860 -0.317
F -3.201 -5.283 -4.200 -0.333
O -3.047 -3.870 -1.008 -0.461
C -2.436 -2.822 -0.283 -0.081
C -1.925 -3.296 1.072 0.456
F -0.956 -4.185 0.816 -0.207
F -1.654 -2.395 2.011 -0.156
F -1.497 -2.124 -1.017 0.798
F -3.372 -1.974 -0.141 -0.277
H -2.841 -3.150 -2.925 0.401
H -1.679 -4.254 -2.556 0.357
H -3.373 -6.492 -1.089 0.222
H -2.573 -4.008 1.584 0.225
```

F_max: 0.383 Eh/bohr
Charge: 0
Gap between HOMO and LUMO: 10.1 eV